DFT (ωB97M-V/def2-TZVPD) results for a cluster of 2 separate species, C2H10NO in total at a distorted geometry.

The geometry in ORCA input format:
```
! wB97M-V def2-TZVPD RIJCOSX def2/J DEFGRID3
* xyz 1 1
N 0.3207 -2.4395 -0.9024
H -0.4833 -3.0479 -0.7057
H 0.8235 -2.2998 -0.0183
H -0.0006 -1.4965 -1.1571
H 0.7848 -2.9159 -1.6756
C -0.1956 0.9820 1.0131
O 0.5084 -0.0176 0.1887
C -0.6261 2.1314 0.1303
H 0.5755 1.2499 1.7360
H -0.9766 0.4499 1.5457
H 1.4695 0.1547 0.1156
H -1.2279 1.7357 -0.6831
H 0.2434 2.6501 -0.2676
H -1.2157 2.8635 0.6802
*
```

Calculated values
Molecular weight ... 64.1 g/mol
Energy relative to the best compared isomer or geometry (same formula, charge and spin) ... 17.3 kcal per mole
LUMO level ... -3.9732 eV
Orbital gap ... 10.88 eV
HOMO energy ... -14.85 eV

Atom charges from the Löwdin analysis, given in e for atoms 1 to 6: 0.30 0.16 0.15 0.13 0.16 -0.24